1.
Computed, not measured: an isolated ion of composition C3H7FIN2 and charge +1 in a non-equilibrium geometry, with wB97M-V/def2-TZVPD.

```
14
C3H7FIN2, DFT wB97M-V/def2-TZVPD
C 0.412 0.141 0.096
C -1.804 -0.559 -0.097
C 1.489 1.039 -0.462
N -0.664 0.037 -0.604
N 0.558 -0.481 1.274
F 0.934 1.796 -1.425
I 3.068 -0.161 -1.418
H -2.163 0.042 0.779
H -2.541 -1.015 -0.880
H -1.604 -1.542 0.386
H 1.824 1.766 0.275
H -0.767 0.669 -1.366
H 1.449 -0.893 1.515
H -0.190 -0.840 1.927
```

Properties
HOMO level: -0.5121 Ha
Total charge: +1
HOMO-LUMO gap: 9.250 eV
Lowest unoccupied orbital energy: -4.686 eV

2.
Computed, not measured: C9H26LiNO5 as an isolated structure in a non-equilibrium geometry, with wB97M-V/def2-TZVPD.

```
42
C9H26LiNO5, DFT wB97M-V/def2-TZVPD
Li -0.023 -0.768 0.438
C 0.299 -2.523 -0.733
O -0.481 -1.481 -1.238
H 0.797 -3.132 -1.371
H 0.125 -2.985 0.183
H 1.300 -1.987 -0.625
C -2.803 -1.146 1.511
O -1.920 -0.089 1.112
H -2.523 -2.161 0.984
H -3.888 -1.062 1.152
H -2.774 -1.213 2.614
H -2.083 0.647 1.642
C -3.576 0.144 -1.844
O -2.262 0.627 -2.055
H -4.245 1.055 -1.528
H -3.625 -0.603 -1.224
H -4.075 -0.172 -2.797
H -1.730 -0.169 -1.810
C -0.067 -2.079 3.259
O 0.530 -1.310 2.081
C 1.665 -0.488 2.550
C 2.465 -0.073 1.323
N 1.475 0.807 0.609
C 2.110 1.196 -0.668
C 1.340 2.172 -1.412
O 1.985 2.520 -2.637
C 1.234 3.285 -3.625
H 0.739 -2.638 3.480
H -0.852 -2.682 2.684
H -0.392 -1.534 4.212
H 2.226 -1.111 3.175
H 1.417 0.189 3.134
H 2.763 -0.746 0.744
H 3.217 0.550 1.519
H 1.550 1.734 0.896
H 2.521 0.154 -1.216
H 3.080 1.394 -0.594
H 1.132 3.171 -0.733
H 0.315 1.799 -1.600
H 0.365 2.867 -4.037
H 1.846 3.570 -4.435
H 0.826 4.271 -3.122
```

Properties
HOMO level: -0.2551 Ha
HOMO-LUMO gap: 7.037 eV
Lowest unoccupied orbital energy: 0.095 eV

3.
Computed, not measured: C11H22N3O2S5W as an isolated structure in a non-equilibrium geometry, with wB97M-V/def2-TZVPD.

```
44
C11H22N3O2S5W, DFT wB97M-V/def2-TZVPD
W 0.067 -0.307 -0.532
C -1.157 -3.307 1.058
C -0.944 -3.654 -0.399
S -1.257 -2.309 -1.605
C -3.038 -1.887 -1.420
C -3.432 -1.094 -0.190
S -2.380 0.404 0.028
C -2.123 0.456 1.844
C -1.687 -0.840 2.496
S -0.362 -1.718 1.569
H -0.686 -4.080 1.673
H -2.214 -3.267 1.312
H -1.584 -4.491 -0.686
H 0.092 -3.942 -0.598
H -3.594 -2.827 -1.455
H -3.263 -1.316 -2.324
H -3.397 -1.685 0.721
H -4.458 -0.733 -0.318
H -3.047 0.807 2.310
H -1.364 1.234 1.964
H -2.508 -1.536 2.661
H -1.253 -0.618 3.474
C 4.585 -0.755 2.254
O 3.846 -1.399 1.221
C 2.769 -0.973 0.703
S 1.876 0.430 1.135
S 2.070 -1.864 -0.594
H 4.738 -1.488 3.050
H 4.083 0.134 2.636
H 5.559 -0.495 1.835
N 0.654 0.144 -3.686
C 0.439 0.051 -2.552
H 0.840 0.229 -4.669
C 1.097 5.263 -1.324
N 0.294 4.114 -0.952
C 0.712 2.859 -0.954
N 1.969 2.579 -1.322
O -0.093 1.924 -0.599
H 0.583 6.165 -1.007
H 1.230 5.312 -2.406
H 2.072 5.245 -0.836
H -0.681 4.286 -0.738
H 2.629 3.316 -1.513
H 2.317 1.635 -1.264
```

Properties
HOMO level (spin up / spin down): -0.6753 / -0.6895 Ha
2S+1: 3
Total charge: +3
HOMO-LUMO gap (spin up / spin down): 7.960 / 7.495 eV
Lowest unoccupied orbital energy (spin up / spin down): -10.416 / -11.268 eV

4.
Computed, not measured: one molecule with the formula C7H18N2O4 in a non-equilibrium geometry, with wB97M-V/def2-TZVPD.

```
31
C7H18N2O4, DFT wB97M-V/def2-TZVPD
C 4.074 0.615 -0.963
C 3.300 -0.612 -0.442
C 1.282 -0.992 0.977
C 0.089 -0.191 1.574
C -1.436 0.090 -0.317
C -2.871 -0.003 -0.785
C -3.666 0.844 0.228
H 3.362 1.512 0.498
H 5.120 0.371 -1.432
H 3.502 1.146 -1.778
H 3.159 -1.495 -1.142
H 3.952 -1.055 0.392
H 1.475 0.418 -0.499
H 0.968 -1.910 0.304
H 1.928 -1.314 1.663
H -0.022 -0.466 2.603
H 0.319 0.905 1.543
H -1.505 -1.507 0.964
H -1.162 1.190 -0.265
H -0.502 -1.462 -1.426
H -2.979 0.436 -1.831
H -4.206 -1.462 -0.608
H -4.758 0.549 0.003
H -3.440 0.452 1.287
H -4.023 2.741 0.262
N 2.101 -0.098 0.191
N -1.196 -0.490 0.953
O 4.241 1.478 0.094
O -0.554 -0.466 -1.358
O -3.235 -1.401 -0.663
O -3.316 2.176 -0.026
```

Properties
HOMO level: -0.3232 Ha
HOMO-LUMO gap: 9.411 eV
Lowest unoccupied orbital energy: 0.615 eV